(1)
Here is an isolated molecule of C4H4BFO2 from the Open Molecules 2025 dataset. Energies are from ωB97M-V with the def2-TZVPD basis set.

- HOMO level: -10.81 eV
- M: 113.9 g mol⁻¹
- Frontier orbital gap: 10.9 eV
- 2S+1: 1
- SMILES: C#CB(O)CC(=O)F
- Maximum force: 0.01542 hartree/bohr

Element x y z (Å)
1 C -0.5649 2.5254 0.8254
2 C -0.0191 1.4585 0.8467
3 B 0.3211 -0.0270 0.7834
4 O 0.1526 -0.8566 1.8625
5 C 0.8711 -0.6027 -0.5985
6 C -0.3209 -1.0090 -1.4001
7 O -1.2290 -0.3097 -1.7079
8 F -0.3169 -2.3183 -1.7442
9 H -1.0559 3.4627 0.6935
10 H -0.7798 -1.0250 2.0357
11 H 1.4147 0.1543 -1.1545
12 H 1.5270 -1.4528 -0.4422

Forces on atoms 1 to 6 (eV/Å):
C -0.26 0.69 -0.29
C -0.22 -0.60 0.21
B 0.53 0.29 -0.14
O -0.30 -0.35 -0.58
C 0.28 -0.38 0.26
C -0.22 0.42 -0.08

***

(2)
Here is a cluster of 11 separate species, C54H108Cl2F18N6O6P3 in total in a non-equilibrium geometry from the Open Molecules 2025 dataset. Energies are from ωB97M-V with the def2-TZVPD basis set.

- HOMO level: -9.53 eV
- M: 1443.3 g mol⁻¹
- Frontier orbital gap: 4.8 eV
- 2S+1: 1
- Net charge: +1
- Maximum force: 0.22970 hartree/bohr

Element x y z (Å)
1 C 1.5061 -1.2062 3.7991
2 C 1.5329 0.3243 3.9548
3 C 0.9140 1.0653 2.7556
4 C -0.5687 0.8902 2.6349
5 C -1.3056 1.2020 3.9134
6 C -0.8228 0.6441 5.2455
7 N 0.7211 0.6575 5.2068
8 O 1.3051 0.5107 6.3118
9 C -1.1946 -0.8041 5.4133
10 C -1.1611 1.6189 6.4315
11 C 2.9214 0.7844 4.2785
12 H 1.7233 -1.6575 4.7911
13 H 2.3591 -1.4506 3.1257
14 H 0.6322 -1.6552 3.3697
15 H 1.2842 0.7224 1.8465
16 H 1.1105 2.1312 2.9011
17 H -0.8807 -0.0923 2.2889
18 H -0.9796 1.5229 1.8337
19 H -2.3766 1.0026 3.7596
20 H -1.3290 2.3021 4.0038
21 H -0.7554 -1.2480 6.2496
22 H -1.0172 -1.4439 4.5835
23 H -2.2693 -0.8552 5.5354
24 H -1.1709 1.0191 7.3501
25 H -2.2294 1.8246 6.2745
26 H -0.7104 2.5921 6.4638
27 H 3.2738 0.2978 5.1704
28 H 3.0522 1.8714 4.4075
29 H 3.4308 0.4967 3.3410
30 C -6.0282 -1.7679 0.0637
31 C -5.3712 -0.7287 1.0557
32 C -4.7725 0.5792 0.4336
33 C -5.7993 1.6193 -0.1354
34 C -6.6273 2.1363 1.0131
35 C -7.4872 0.9633 1.5414
36 N -6.5480 -0.2034 1.8695
37 O -6.8268 -0.8798 2.8579
38 C -8.4123 0.4239 0.3672
39 C -8.3529 1.3398 2.7723
40 C -4.4813 -1.4545 2.0438
41 H -5.1986 -2.2890 -0.3647
42 H -6.6347 -1.3842 -0.6854
43 H -6.6916 -2.3636 0.6802
44 H -4.1845 0.2160 -0.4034
45 H -4.1223 0.9834 1.1681
46 H -6.3038 1.1264 -0.9825
47 H -5.2567 2.4443 -0.6238
48 H -7.3130 2.9356 0.7449
49 H -6.0150 2.4375 1.8726
50 H -9.0255 1.2211 -0.0382
51 H -9.0955 -0.4461 0.5751
52 H -7.7858 0.1297 -0.4905
53 H -8.9334 0.4723 3.0787
54 H -8.9702 2.1255 2.4583
55 H -7.7431 1.6152 3.6524
56 H -3.6241 -1.9394 1.5076
57 H -5.0335 -2.2688 2.4871
58 H -4.2551 -0.7803 2.8471
59 C 1.2655 -5.1562 2.9878
60 C 0.2944 -6.2345 2.5534
61 C -0.1205 -5.9440 1.1195
62 C -0.6604 -7.1633 0.3989
63 C 0.2798 -8.3475 0.5311
64 C 0.5288 -8.9086 1.9110
65 N 0.9059 -7.6367 2.7615
66 O 1.7369 -7.9242 3.5658
67 C 1.6340 -9.9728 1.9415
68 C -0.7633 -9.6328 2.3424
69 C -0.8164 -6.2293 3.5595
70 H 0.7579 -4.1875 2.9599
71 H 2.0953 -5.1739 2.2622
72 H 1.7447 -5.3159 3.9758
73 H 0.7584 -5.4922 0.5785
74 H -0.8580 -5.1501 1.2222
75 H -0.6895 -7.0120 -0.7127
76 H -1.6464 -7.5517 0.7067
77 H 1.2595 -8.1316 0.0512
78 H 0.0091 -9.1616 -0.1546
79 H 2.6539 -9.6002 2.1272
80 H 1.5463 -10.5046 0.9684
81 H 1.4792 -10.6377 2.8067
82 H -0.6757 -10.1200 3.2644
83 H -0.8506 -10.3774 1.5292
84 H -1.6863 -9.0617 2.2415
85 H -1.1860 -5.1819 3.4760
86 H -0.6753 -6.5241 4.5753
87 H -1.6354 -6.8383 3.1932
88 C -2.6620 5.6663 -4.0448
89 C -2.6475 5.1439 -2.5491
90 C -2.2372 3.6860 -2.4838
91 C -0.7416 3.5409 -2.6979
92 C 0.1643 4.3731 -1.7158
93 C -0.1783 5.8779 -1.7698
94 N -1.7268 5.9868 -1.5960
95 O -2.1679 6.6806 -0.8892
96 C 0.1227 6.5630 -3.1376
97 C 0.2970 6.6709 -0.5941
98 C -4.0532 5.2274 -1.9602
99 H -3.4891 5.0539 -4.4799
100 H -1.8086 5.5511 -4.6860
101 H -2.8023 6.7449 -4.1242
102 H -2.8550 3.1290 -3.2223
103 H -2.6108 3.1915 -1.5151
104 H -0.5902 3.8977 -3.7066
105 H -0.5094 2.5006 -2.6569
106 H 1.2339 4.2145 -1.9204
107 H -0.0179 4.0639 -0.7235
108 H -0.6324 7.3065 -3.2352
109 H 0.1691 5.8868 -3.9726
110 H 1.0750 7.0082 -2.8593
111 H 0.2593 7.7698 -0.7962
112 H 1.3218 6.4098 -0.5051
113 H -0.1935 6.3339 0.2836
114 H -3.9508 5.1546 -0.8993
115 H -4.5328 4.3095 -2.3362
116 H -4.7281 6.0839 -2.1264
117 C 1.6792 -0.3942 -3.2910
118 C 0.6809 -1.3766 -2.7326
119 C -0.2126 -2.0390 -3.8083
120 C 0.5509 -2.9502 -4.7638
121 C 1.2561 -4.0131 -4.0120
122 C 2.3133 -3.5489 -3.0310
123 N 1.5932 -2.5256 -2.1475
124 O 1.6566 -2.7018 -0.9338
125 C 3.6695 -2.9211 -3.5901
126 C 2.6825 -4.7339 -2.1304
127 C -0.1930 -0.7804 -1.6559
128 H 1.1680 0.5152 -3.6724
129 H 2.1889 -0.7714 -4.1842
130 H 2.5325 -0.2322 -2.6413
131 H -0.8174 -1.2843 -4.2028
132 H -0.9034 -2.8055 -3.2948
133 H 1.3741 -2.4052 -5.2705
134 H -0.0854 -3.3262 -5.5730
135 H 1.6478 -4.7466 -4.7449
136 H 0.4974 -4.5987 -3.3943
137 H 3.5546 -2.0800 -4.2050
138 H 4.2685 -3.6618 -4.1461
139 H 4.3558 -2.7607 -2.6848
140 H 3.0283 -5.5259 -2.7990
141 H 1.7798 -5.0628 -1.5805
142 H 3.4917 -4.5582 -1.4089
143 H -0.7661 0.0296 -2.0764
144 H 0.4692 -0.2036 -0.9604
145 H -0.9331 -1.4579 -1.2663
146 C 4.7985 5.0514 1.8488
147 C 4.9666 3.9503 0.9169
148 C 3.6926 3.6270 0.1550
149 C 3.8157 2.6826 -0.9796
150 C 4.7253 3.3412 -2.0593
151 C 6.1268 3.6480 -1.4758
152 N 6.0381 4.3773 -0.0942
153 O 6.7339 5.2430 0.1174
154 C 6.9616 4.6213 -2.3732
155 C 6.9829 2.3619 -1.4307
156 C 5.5892 2.7223 1.6498
157 H 4.1806 5.8790 1.4089
158 H 5.7300 5.5419 2.2478
159 H 4.2629 4.7030 2.7796
160 H 3.3808 4.6035 -0.2657
161 H 2.9782 3.3757 0.9178
162 H 2.8309 2.4875 -1.3985
163 H 4.1292 1.6754 -0.6555
164 H 4.2722 4.2709 -2.3471
165 H 4.8375 2.6985 -2.8973
166 H 7.9457 4.7827 -1.9390
167 H 6.4374 5.5744 -2.5247
168 H 6.9373 4.1857 -3.3766
169 H 7.9773 2.5281 -1.0386
170 H 7.0845 1.9862 -2.4656
171 H 6.5592 1.5077 -0.9110
172 H 6.0672 3.1822 2.4662
173 H 6.2663 1.9952 1.2229
174 H 4.6980 2.2120 2.0850
175 Cl -2.0570 3.9891 1.1986
176 Cl -1.3140 -2.9245 2.8375
177 P 2.7774 3.7434 -5.2050
178 F 3.6522 4.8384 -4.3483
179 F 3.0797 4.4764 -6.5860
180 F 3.9531 2.6833 -5.3890
181 F 1.7167 2.6926 -5.8321
182 F 2.3730 3.0924 -3.6823
183 F 1.4852 4.7858 -4.9740
184 P 4.8547 -1.3181 1.0697
185 F 3.8258 -2.3147 1.7822
186 F 5.9318 -2.4498 0.8728
187 F 4.2375 -1.7319 -0.4305
188 F 5.8420 -0.1937 0.4384
189 F 3.7192 -0.1032 1.2015
190 F 5.3435 -0.9235 2.5332
191 P -5.0275 -0.6493 -3.6412
192 F -3.9741 -0.8461 -4.8555
193 F -6.2382 -0.6700 -4.6955
194 F -5.0822 -2.2465 -3.3066
195 F -6.1676 -0.4937 -2.3861
196 F -3.7177 -0.4867 -2.6540
197 F -5.0428 0.9704 -3.7605

Forces on atoms 1 to 6 (eV/Å):
C 1.46 -0.30 0.62
C -0.56 0.97 -0.03
C -0.96 0.66 1.79
C -1.19 -0.65 -0.26
C -0.95 1.93 -0.22
C 1.22 2.04 -0.20

***

(3)
Here is a cluster of 2 separate species, C3H8N5S in total in a non-equilibrium geometry from the Open Molecules 2025 dataset. Energies are from ωB97M-V with the def2-TZVPD basis set.

- HOMO level: -13.59 eV
- M: 146.2 g mol⁻¹
- Frontier orbital gap: 9.2 eV
- 2S+1: 1
- Net charge: +1
- Maximum force: 0.07527 hartree/bohr

Element x y z (Å)
1 C -0.9764 0.5073 -0.5607
2 C -0.6094 -0.7313 -0.0185
3 C -0.6295 1.6942 0.1088
4 N -0.0003 1.5619 1.2462
5 N -0.1059 -0.6554 1.2563
6 N -0.8609 -1.9125 -0.5727
7 N -0.8994 2.8759 -0.4131
8 N 0.2226 0.4987 1.8022
9 S 2.4638 -1.8204 0.2792
10 H -1.7505 0.3448 -1.3639
11 H 0.4903 -1.5023 1.5815
12 H -0.5577 -1.9974 -1.5271
13 H -0.6709 -2.7825 -0.0480
14 H -1.5797 2.7184 -1.1589
15 H -0.5670 3.8268 -0.0877
16 H 3.2504 -0.5848 0.4433
17 H 2.7807 -2.0414 -0.9671

Forces on atoms 1 to 6 (eV/Å):
C -1.62 -1.79 -0.91
C -0.35 2.26 1.72
C -1.03 -1.60 -2.69
N 1.22 3.15 1.89
N 1.08 -2.22 -1.05
N 0.39 -1.72 0.00